[1]
Molecular formula: C3H12NO4
Method: DFT, ωB97M-V with the def2-TZVPD basis set

The total energy is -477.1998 Eh. The frontier orbital gap is 7.416 eV.

```
! RIJCOSX wB97M-V def2-TZVPD def2/J DEFGRID3
* xyz -1 1
N 1.595 -1.398 0.796
C 0.342 -0.696 1.054
C -0.739 -1.430 0.213
O -0.634 -2.840 0.402
C 0.451 0.835 0.710
O -0.468 1.158 -0.309
H 1.535 -1.997 -0.042
H 2.377 -0.798 0.617
H 0.049 -0.808 2.156
H -1.640 -0.977 0.663
H -0.727 -1.300 -0.861
H -0.307 -3.056 1.280
H -0.081 1.382 1.510
H 1.409 1.289 0.405
H -0.374 0.404 -3.396
H 0.022 0.477 -1.841
O 0.088 -0.038 -2.686
H -0.461 3.016 0.185
H -1.341 3.071 -0.779
O -1.097 3.704 -0.077
*
```

=====

[2]
Molecular formula: C29H29F4GaN7SSb
Method: DFT, ωB97M-V with the def2-TZVPD basis set

The total energy is -4467.7621 Eh. The frontier orbital gap is 7.210 eV.

```
! RIJCOSX wB97M-V def2-TZVPD def2/J DEFGRID3
* xyz 2 1
Ga -4.800 0.445 19.454
C -5.682 0.138 22.305
N -6.033 0.975 21.160
C -5.755 2.393 21.472
C -7.468 0.782 20.748
C -7.524 -0.014 19.439
N -6.452 0.342 18.556
C -6.663 0.373 17.203
C -5.810 -0.392 16.329
F -4.908 -1.221 16.883
C -5.849 -0.300 14.943
F -4.858 -0.981 14.254
C -6.609 0.715 14.289
C -7.554 1.305 15.134
F -8.505 2.095 14.596
C -7.595 1.181 16.534
F -8.464 1.988 17.223
H -6.581 0.086 22.987
H -4.767 0.409 22.777
H -5.547 -0.882 21.922
H -6.278 2.758 22.343
H -5.997 3.021 20.605
H -4.652 2.501 21.613
H -7.990 1.792 20.725
H -7.938 0.131 21.515
H -8.520 0.255 19.032
H -7.504 -1.097 19.730
H -6.456 1.034 13.260
N -1.854 4.838 19.758
N -2.450 3.703 19.179
N -2.086 3.229 17.914
C -2.829 2.126 17.760
N -3.615 1.924 18.918
N -3.358 2.930 19.766
H -0.906 4.992 19.427
H -2.190 4.985 20.732
H -2.942 1.576 16.852
S -3.491 -1.430 19.803
Sb -1.126 -0.850 19.642
C -0.264 1.063 20.189
C -0.008 1.261 21.570
C 0.926 2.271 21.954
C 1.479 3.129 21.016
C 1.035 2.987 19.605
C 0.320 1.851 19.174
C 0.041 -2.171 20.949
C -0.450 -3.477 21.182
C 0.247 -4.372 22.011
C 1.204 -3.866 22.842
C 1.650 -2.540 22.705
C 1.122 -1.696 21.746
C -0.717 -1.230 17.536
C 0.681 -1.286 17.165
C 1.047 -1.892 15.910
C 0.092 -2.324 15.024
C -1.240 -2.070 15.347
C -1.658 -1.724 16.636
H -0.241 0.483 22.290
H 1.195 2.284 23.000
H 2.257 3.834 21.240
H 1.380 3.747 18.898
H 0.283 1.537 18.158
H -1.425 -3.871 20.783
H 0.074 -5.428 21.901
H 1.852 -4.494 23.431
H 2.483 -2.241 23.228
H 1.475 -0.675 21.592
H 1.514 -0.918 17.800
H 2.119 -1.879 15.629
H 0.369 -2.829 14.123
H -2.083 -2.151 14.584
H -2.702 -1.871 17.028
*
```

=====

[3]
Molecular formula: C15H9Cl2N3O5Pd
Method: DFT, ωB97M-V with the def2-TZVPD basis set

The total energy is -2165.8890 Eh. The frontier orbital gap is 7.526 eV.

```
! RIJCOSX wB97M-V def2-TZVPD def2/J DEFGRID3
* xyz 0 1
Pd -0.472 1.165 -0.410
C -3.113 -1.492 0.125
C -2.793 -0.835 -1.167
N -1.784 -0.014 -1.381
C -1.833 0.391 -2.695
C -2.895 -0.208 -3.297
N -3.479 -0.975 -2.319
C -3.482 -0.183 -4.661
O -2.885 0.582 -5.546
O -4.462 -0.851 -4.888
C -0.820 1.367 -3.180
O -0.846 1.757 -4.344
O 0.049 1.705 -2.290
H -2.448 -1.098 0.891
H -2.980 -2.572 0.053
H -4.145 -1.291 0.414
H -4.297 -1.541 -2.490
H -2.090 1.059 -5.159
Cl -1.723 0.218 4.303
C -0.776 1.512 3.660
C -0.285 2.502 4.528
C 0.460 3.546 4.061
Cl 1.033 4.759 5.163
C 0.754 3.654 2.683
C 1.472 4.705 2.069
C 1.655 4.710 0.715
C 1.145 3.654 -0.060
N 0.488 2.664 0.494
C 0.265 2.640 1.843
C -0.522 1.547 2.303
O -0.927 0.639 1.449
H -0.510 2.428 5.583
H 1.861 5.506 2.683
H 2.190 5.511 0.226
H 1.274 3.600 -1.134
*
```

=====

[4]
Molecular formula: C4H5N3
Method: DFT, ωB97M-V with the def2-TZVPD basis set

As for the structure (SMILES): [H]/N=C1/CC=N/C1=N\[H]. The total energy is -319.5801 Eh. The frontier orbital gap (spin up / spin down) is 7.941 / 7.940 eV.

```
! RIJCOSX wB97M-V def2-TZVPD def2/J DEFGRID3
* xyz 0 1
H -2.529 0.283 0.502
N -1.935 -0.503 0.800
C -0.761 -0.396 0.343
C 0.427 -1.231 0.472
C 1.371 -0.536 -0.505
N 1.181 0.732 -0.799
C -0.026 1.115 -0.419
N -0.743 2.102 -0.729
H -0.311 2.972 -0.406
H 0.234 -2.256 0.147
H 0.848 -1.214 1.485
H 2.244 -1.068 -0.890
*
```

=====

[5]
Molecular formula: C4H6N2O
Method: DFT, ωB97M-V with the def2-TZVPD basis set

The total energy is -340.6272 Eh. The frontier orbital gap (spin up / spin down) is 8.513 / 8.303 eV.

```
! RIJCOSX wB97M-V def2-TZVPD def2/J DEFGRID3
* xyz 0 1
C 1.516 0.615 -1.385
C -0.634 0.723 -0.193
C -0.884 -0.366 0.980
C 0.197 0.208 -1.275
N 2.605 0.987 -1.457
N 0.304 -1.076 1.192
O 0.761 -1.678 0.156
H -1.634 0.972 -0.538
H -0.163 1.588 0.274
H -1.217 0.143 1.883
H -1.648 -1.048 0.608
H -0.209 -0.429 -2.043
H 1.006 -0.639 1.797
*
```

=====

[6]
Molecular formula: C27H73NO18
Method: DFT, ωB97M-V with the def2-TZVPD basis set

The total energy is -2481.2161 Eh. The frontier orbital gap is 9.316 eV.

```
! RIJCOSX wB97M-V def2-TZVPD def2/J DEFGRID3
* xyz 0 1
C 5.156 -0.095 2.397
C 4.655 -0.104 1.315
C 3.877 0.175 0.054
C 4.815 0.245 -1.195
N 5.996 -0.620 -0.976
O 2.900 -0.838 -0.203
C 1.729 -0.464 0.473
O 0.682 -1.410 0.217
C -0.356 -1.104 1.072
O -0.271 -1.325 2.249
C -1.659 -0.495 0.572
C -2.788 -1.323 0.670
C -4.041 -0.841 0.271
C -4.133 0.472 -0.208
C -3.000 1.280 -0.312
C -1.740 0.814 0.077
H 5.613 0.203 3.327
H 3.402 1.174 0.135
H 5.120 1.298 -1.340
H 4.214 -0.083 -2.059
H 6.334 -0.851 -1.912
H 6.725 -0.040 -0.565
H 1.346 0.532 0.150
H 1.976 -0.398 1.554
H -2.699 -2.344 1.053
H -4.898 -1.511 0.372
H -5.107 0.868 -0.511
H -3.066 2.306 -0.683
H -0.835 1.423 0.021
C -1.371 3.574 -3.222
O -2.709 3.236 -3.585
H -1.348 3.830 -2.165
H -0.712 2.720 -3.401
H -1.036 4.429 -3.806
H -2.701 3.014 -4.522
C -0.140 -1.958 5.633
O 1.007 -1.557 4.904
H 0.007 -1.695 6.679
H -1.027 -1.443 5.252
H -0.279 -3.041 5.552
H 0.856 -1.799 3.982
C -5.599 1.785 -5.873
O -4.407 2.155 -6.571
H -5.492 2.065 -4.827
H -6.454 2.308 -6.302
H -5.747 0.705 -5.945
H -4.523 1.897 -7.491
C -6.896 4.908 -8.095
O -6.530 3.548 -8.305
H -7.955 5.017 -8.318
H -6.717 5.190 -7.054
H -6.321 5.560 -8.757
H -5.592 3.473 -8.103
C 1.058 6.519 -3.027
O 1.051 5.100 -2.908
H 0.029 6.871 -2.988
H 1.621 6.964 -2.202
H 1.503 6.816 -3.979
H 1.966 4.804 -2.944
C -8.251 -1.571 1.359
O -7.285 -1.537 0.313
H -7.780 -1.216 2.273
H -9.095 -0.922 1.112
H -8.605 -2.593 1.510
H -7.720 -1.854 -0.485
C 4.909 -4.086 -1.416
O 6.227 -3.617 -1.690
H 4.943 -5.160 -1.272
H 4.528 -3.611 -0.507
H 4.249 -3.858 -2.256
H 6.162 -2.664 -1.811
C -2.280 -5.227 -0.290
O -3.478 -4.457 -0.242
H -1.493 -4.608 -0.715
H -1.989 -5.536 0.718
H -2.424 -6.109 -0.918
H -4.164 -5.017 0.136
C 5.777 4.610 -1.370
O 5.989 3.229 -1.628
H 4.714 4.827 -1.460
H 6.109 4.853 -0.357
H 6.325 5.211 -2.096
H 6.937 3.063 -1.541
C 1.961 -6.079 -0.344
O 2.768 -6.129 -1.517
H 2.593 -5.802 0.496
H 1.172 -5.331 -0.461
H 1.514 -7.058 -0.151
H 2.195 -6.374 -2.249
C -2.948 -3.958 7.584
O -2.938 -5.379 7.685
H -3.975 -3.610 7.675
H -2.347 -3.527 8.388
H -2.547 -3.652 6.614
H -2.023 -5.664 7.603
C -9.115 0.967 -1.965
O -8.750 -0.394 -2.175
H -10.172 1.077 -2.193
H -8.939 1.247 -0.923
H -8.535 1.618 -2.624
H -7.812 -0.469 -1.970
C 9.106 4.636 -2.691
O 8.965 3.219 -2.573
H 8.137 5.094 -2.534
H 9.805 5.005 -1.936
H 9.468 4.892 -3.689
H 9.836 2.835 -2.715
C -0.510 -3.542 11.257
O -0.751 -4.610 10.347
H 0.451 -3.094 11.014
H -1.293 -2.784 11.166
H -0.481 -3.919 12.282
H -1.604 -4.993 10.576
C 8.159 2.262 3.204
O 8.018 0.848 3.277
H 7.187 2.714 3.390
H 8.868 2.611 3.959
H 8.507 2.555 2.209
H 8.883 0.463 3.110
*
```

=====

[7]
Molecular formula: CH5N3OS
Method: DFT, ωB97M-V with the def2-TZVPD basis set

As for the structure (SMILES): [H]/N=C(\NO)NS. The total energy is -678.6386 Eh. The frontier orbital gap is 9.774 eV.

```
! RIJCOSX wB97M-V def2-TZVPD def2/J DEFGRID3
* xyz 0 1
H -0.175 -2.584 0.171
N -0.575 -1.747 -0.118
C 0.091 -0.722 0.347
N 1.235 -0.737 1.111
O 2.471 0.132 0.710
N -0.308 0.594 0.203
S -1.486 1.162 -1.072
H 1.603 -1.657 0.890
H 1.971 0.237 -0.338
H 0.356 1.042 0.865
H -2.770 0.867 -0.575
*
```

=====

[8]
Molecular formula: C10H11IrNS
Method: DFT, ωB97M-V with the def2-TZVPD basis set

The total energy is -943.9566 Eh. The frontier orbital gap (spin up / spin down) is 7.291 / 6.000 eV. As for the expectation value of S²: 8.7903.

```
! RIJCOSX wB97M-V def2-TZVPD def2/J DEFGRID3
* xyz 2 6
Ir 0.285 -1.221 -0.948
C -1.167 -0.536 -3.427
H -0.107 -0.857 -3.009
H -1.965 -1.285 -3.563
H -0.676 -0.319 -4.430
H -1.672 0.404 -3.641
H 1.120 -2.183 -0.399
S 2.483 1.894 1.085
C 2.956 2.010 -0.567
C 2.096 1.349 -1.482
C 1.060 0.641 -0.760
C 1.043 0.926 0.630
C 0.054 0.342 1.443
C -0.019 0.357 2.851
C -1.068 -0.317 3.445
C -2.019 -1.003 2.657
C -1.871 -1.027 1.268
N -0.754 -0.489 0.674
H 3.849 2.569 -0.812
H 2.133 1.361 -2.560
H 0.769 0.842 3.436
H -1.159 -0.398 4.515
H -2.867 -1.561 3.060
H -2.504 -1.499 0.534
*
```

=====

[9]
Molecular formula: C3HN2O4
Method: DFT, ωB97M-V with the def2-TZVPD basis set

The total energy is -525.2240 Eh. The frontier orbital gap (spin up / spin down) is 6.194 / 6.448 eV. As for the expectation value of S²: 2.0088.

```
! RIJCOSX wB97M-V def2-TZVPD def2/J DEFGRID3
* xyz -1 3
C -0.709 -0.297 -0.498
C 0.405 -0.634 -1.168
C 1.288 0.415 -1.944
N 0.633 -2.035 -0.952
N -0.251 -2.503 -0.204
O 0.680 1.532 -2.026
O -0.528 -3.592 0.156
O 2.379 0.053 -2.475
O -1.286 -1.317 0.157
H -1.010 0.797 -0.240
*
```

=====

[10]
Molecular formula: C2H8BNO2
Method: DFT, ωB97M-V with the def2-TZVPD basis set

As for the structure (SMILES): CCNB(O)O. The total energy is -311.1312 Eh. The frontier orbital gap is 8.556 eV.

```
! RIJCOSX wB97M-V def2-TZVPD def2/J DEFGRID3
* xyz 0 1
C -0.997 -0.009 1.177
C -0.698 1.010 0.080
N -0.323 0.557 -1.262
B 1.180 -0.638 -1.260
O 0.860 -1.890 -1.656
O 2.384 -0.111 -1.093
H -0.166 -0.539 1.624
H -1.698 0.454 1.790
H -1.513 -0.832 0.595
H -1.568 1.721 -0.210
H 0.085 1.720 0.489
H -1.110 -0.036 -1.637
H 1.538 -2.476 -1.997
H 3.147 -0.661 -1.446
*
```

=====

[11]
Molecular formula: C4H10ClO2
Method: DFT, ωB97M-V with the def2-TZVPD basis set

The total energy is -769.0068 Eh. The frontier orbital gap is 6.946 eV.

```
! RIJCOSX wB97M-V def2-TZVPD def2/J DEFGRID3
* xyz -1 1
Cl 134.564 150.945 141.802
C 137.061 155.605 142.079
O 135.750 155.809 142.423
C 135.105 154.690 142.967
C 133.910 155.004 143.480
O 133.971 155.851 144.533
C 132.662 156.192 145.108
H 137.647 155.333 143.041
H 137.593 156.550 141.859
H 136.984 154.800 141.224
H 135.523 154.273 143.776
H 134.821 153.842 142.340
H 133.075 154.095 143.748
H 133.288 155.579 142.628
H 132.948 157.149 145.780
H 132.119 155.484 145.600
H 132.031 156.563 144.416
*
```

=====

[12]
Molecular formula: C6H10N2O
Method: DFT, ωB97M-V with the def2-TZVPD basis set

As for the structure (SMILES): C[C@H]1C=CCN(N=O)C1. The total energy is -419.2664 Eh. The frontier orbital gap is 9.845 eV.

```
! RIJCOSX wB97M-V def2-TZVPD def2/J DEFGRID3
* xyz 0 1
C 0.989 -0.286 -1.754
C 0.164 0.761 -1.015
C -1.216 0.195 -0.798
C -1.656 -0.515 0.217
C -0.921 -0.439 1.556
N 0.409 0.000 1.215
N 1.505 -0.714 1.541
O 1.365 -1.707 2.191
C 0.726 1.163 0.380
H 2.018 0.064 -1.989
H 0.544 -0.546 -2.737
H 0.970 -1.232 -1.229
H 0.084 1.712 -1.603
H -1.920 0.328 -1.640
H -2.618 -1.006 0.148
H -0.799 -1.405 2.015
H -1.500 0.324 2.151
H 1.760 1.317 0.506
H 0.095 1.987 0.844
*
```

=====

- Number 8 is which compound?
  C10H11IrNS